Formula: C3H6CeLiO5
Source: the OMol25 dataset
Level of theory: ωB97M-V/def2-TZVPD

The multiplicity is 2. For the largest force on an atom, the calculation gives 3.29 eV Å⁻¹. The value obtained for the electronic energy is -976.6804 Eh. As for the charge: 0. The calculation puts the LUMO energy (spin up / spin down) at -1.3 / -1.2 eV.

Each line ends with the Löwdin charge.
Cartesian coordinates (Å):
1 H 1.514 -2.674 -0.810  0.126
2 C 1.453 -1.984 0.059  -0.335
3 C 0.074 -1.333 0.053  -0.306
4 O -0.943 -2.163 0.563  -0.060
5 Ce 2.552 1.262 -0.128  1.166
6 O 2.450 -1.022 0.023  -0.573
7 H 1.520 -2.621 0.966  0.129
8 H -0.166 -1.027 -0.985  0.122
9 H 0.138 -0.421 0.677  0.076
10 C -2.928 0.970 0.061  -0.827
11 O -2.251 1.890 -0.476  -0.190
12 O -3.802 0.307 -0.750  0.062
13 H -3.298 -0.154 -1.431  0.100
14 Li -0.650 2.709 -0.280  0.407
15 O -2.976 0.672 1.267  -0.003
16 H -1.562 -1.579 1.078  0.107

Formula: CH3BrCl2Si
Source: the OMol25 dataset
Level of theory: ωB97M-V/def2-TZVPD

The multiplicity is 1. For the largest force on an atom, the calculation gives 2.39 eV Å⁻¹. The value obtained for the electronic energy is -3823.8135 Eh. As for the charge: 0. Its structure (SMILES) is Cl[SiH2][C@H](Cl)Br. The calculation puts the LUMO energy at 0.6 eV.

Each line ends with the Löwdin charge.
Cartesian coordinates (Å):
1 Cl -0.813 -2.417 0.251  0.297
2 Si -0.252 -0.601 -0.337  0.082
3 C 1.321 0.208 0.430  -1.399
4 Cl 1.367 1.968 0.134  0.478
5 Br 2.894 -0.696 -0.041  0.621
6 H -0.309 -0.573 -1.766  -0.047
7 H -1.146 0.197 0.422  -0.066
8 H 1.326 0.223 1.583  0.033

Formula: C2H4N2O
Source: the OMol25 dataset
Level of theory: ωB97M-V/def2-TZVPD

The multiplicity is 1. For the largest force on an atom, the calculation gives 6.08 eV Å⁻¹. The value obtained for the electronic energy is -263.2216 Eh. As for the charge: 0. The calculation puts the LUMO energy (spin up / spin down) at -1.0 / -0.8 eV.

Each line ends with the Löwdin charge.
Cartesian coordinates (Å):
1 C 1.175 0.307 -0.145  -0.292
2 C -0.133 0.311 -0.429  -0.163
3 N 2.309 0.311 0.060  0.187
4 N -1.130 0.836 0.337  0.131
5 O 0.199 -2.024 -0.016  -0.205
6 H -0.587 -0.018 -1.388  0.151
7 H -2.022 0.984 0.042  0.065
8 H -0.957 1.108 1.342  0.154
9 H 1.147 -1.816 0.198  -0.029

Formula: C3H11N2O3
Source: the OMol25 dataset
Level of theory: ωB97M-V/def2-TZVPD

The multiplicity is 1. For the largest force on an atom, the calculation gives 4.66 eV Å⁻¹. The value obtained for the electronic energy is -455.9300 Eh. As for the charge: +1. The calculation puts the LUMO energy at -2.5 eV.

Each line ends with the Löwdin charge.
Cartesian coordinates (Å):
1 C -0.363 -0.958 1.237  -0.059
2 C -1.686 -0.674 1.179  -0.078
3 N -1.891 0.057 0.081  0.061
4 C -0.751 0.222 -0.593  -0.037
5 N 0.175 -0.413 0.156  0.091
6 H 0.184 -1.540 1.954  0.138
7 H -2.534 -0.965 1.842  0.151
8 H -2.929 0.497 -0.223  0.181
9 H -0.642 0.736 -1.533  0.155
10 H 1.160 -0.484 -0.156  0.099
11 H 3.019 -1.199 -1.385  0.108
12 H 3.494 -0.041 -0.381  -0.004
13 O 2.732 -0.535 -0.697  -0.062
14 H 5.006 1.433 0.976  0.075
15 H 5.870 1.074 -0.317  0.156
16 O 4.914 0.892 0.147  -0.123
17 H -4.627 1.601 -1.345  0.055
18 H -5.226 0.298 -0.801  0.115
19 O -4.392 0.836 -0.854  -0.024

Q: What is the largest force on an atom in the first record?
A: 3.29 eV Å⁻¹